[1]
67
Properties=species:S:1:pos:R:3:mulliken_charge:R:1 method="wB97M-V/def2-TZVPD" orbital_gap_ev=6.7363 e_above_lowest_kj_mol=0.0 homo_energy_ev=-13.43 lumo_energy_ev=-6.6981 total_charge=+2 fmax_ev_per_a=0.4 multiplicity=1
Ta -0.718 -0.157 -0.453 1.2971
C -2.004 1.419 3.333 -1.3990
C -1.214 0.473 2.497 1.0253
O -1.563 0.420 1.228 -0.5394
C -0.217 -0.319 2.982 -1.6132
C 0.341 -1.391 2.248 1.5150
C 1.149 -2.416 2.969 -1.4351
N 0.086 -1.545 0.956 0.9115
N 0.459 -2.778 0.443 -1.0643
C -0.159 -2.977 -0.668 0.5810
O -0.969 -2.025 -1.136 -0.3066
C 0.013 -4.205 -1.452 0.3958
C 0.686 -5.294 -0.901 -0.5401
C 0.853 -6.447 -1.647 -0.7239
C 0.352 -6.521 -2.941 -0.4321
C -0.314 -5.437 -3.494 -0.8643
C -0.484 -4.280 -2.751 -0.0963
H -3.053 1.117 3.334 0.3431
H -1.955 2.423 2.907 0.2922
H -1.642 1.441 4.357 0.4045
H 0.029 -0.250 4.031 0.5134
H 1.369 -2.086 3.980 0.4746
H 2.070 -2.615 2.423 0.3424
H 0.602 -3.359 3.009 0.3175
H 1.067 -5.230 0.109 0.4762
H 1.371 -7.294 -1.219 0.4197
H 0.484 -7.425 -3.520 0.4172
H -0.695 -5.494 -4.504 0.4221
H -0.983 -3.423 -3.186 0.3656
N 3.707 -0.709 -0.373 -0.3941
C 2.498 -0.144 -0.326 0.6765
S 1.406 -0.460 -1.678 -0.6148
N 2.152 0.603 0.675 -1.3782
N 0.893 1.131 0.427 0.9333
C 0.717 2.387 0.650 0.9093
C 1.711 3.261 1.294 -0.6031
C 2.138 4.424 0.655 -0.1826
C 3.074 5.242 1.267 -0.9344
C 3.561 4.916 2.525 -0.4791
C 3.130 3.762 3.167 -0.8434
C 2.218 2.925 2.549 0.0238
C -0.542 2.938 0.108 0.4108
C -0.985 4.210 0.407 -0.4972
C -2.131 4.690 -0.220 -0.7518
C -2.782 3.879 -1.126 -0.9159
C -2.293 2.600 -1.350 0.0429
N -1.201 2.127 -0.750 -0.0088
H 3.972 -1.298 -1.141 0.2253
H 4.393 -0.467 0.325 0.2502
H 1.762 4.678 -0.329 0.5479
H 3.421 6.134 0.764 0.4271
H 4.283 5.562 3.006 0.4313
H 3.513 3.511 4.146 0.4418
H 1.897 2.010 3.030 0.4619
H -0.437 4.815 1.114 0.6415
H -2.496 5.685 -0.003 0.5072
H -3.665 4.212 -1.653 0.4727
H -2.796 1.935 -2.033 0.3837
N -2.343 -0.643 -4.384 -0.3059
C -2.431 -0.659 -3.073 0.7573
O -1.621 0.023 -2.393 -0.8363
C -3.517 -1.502 -2.462 -1.0806
I -4.040 -0.787 -0.547 0.2304
H -1.590 -0.137 -4.830 0.2660
H -2.995 -1.147 -4.966 0.2556
H -3.133 -2.511 -2.322 0.3392
H -4.406 -1.524 -3.086 0.6905

***

[2]
61
Properties=species:S:1:pos:R:3:mulliken_charge:R:1 method="wB97M-V/def2-TZVPD" orbital_gap_ev=8.2791 e_above_lowest_kj_mol=18.2 homo_energy_ev=-7.82 lumo_energy_ev=0.4599 fmax_ev_per_a=0.8 multiplicity=1 smiles="O=C(COC(=O)c1ccccc1C(=O)N1CCN(c2ccccc2)CC1)NCc1ccccc1"
O 2.549 3.948 -2.052 -0.6864
C 2.629 2.849 -1.539 0.6600
C 3.079 1.660 -2.402 -0.3859
O 3.549 0.524 -1.692 -0.3803
C 2.648 -0.383 -1.325 0.2394
O 1.464 -0.307 -1.557 -0.5922
C 3.268 -1.513 -0.579 0.5641
C 4.331 -2.246 -1.084 -0.5708
C 4.831 -3.313 -0.358 -0.6279
C 4.280 -3.640 0.871 -0.6991
C 3.226 -2.902 1.385 0.0074
C 2.707 -1.841 0.657 -0.0519
C 1.686 -0.895 1.210 0.5917
O 2.014 0.265 1.434 -0.8239
N 0.464 -1.377 1.483 0.2160
C -0.069 -2.603 0.936 -0.8714
C -0.996 -2.257 -0.237 -0.3607
N -2.051 -1.379 0.227 0.1437
C -3.271 -1.371 -0.446 0.2186
C -3.939 -2.578 -0.673 -0.2516
C -5.177 -2.600 -1.282 -0.6888
C -5.790 -1.421 -1.673 -0.4757
C -5.142 -0.220 -1.449 -0.7491
C -3.897 -0.189 -0.849 -0.1532
C -1.506 -0.142 0.739 -0.6162
C -0.576 -0.465 1.911 -1.4384
N 2.337 2.589 -0.261 -0.0321
C 1.810 3.611 0.620 -1.3806
C 0.322 3.462 0.808 0.8158
C -0.521 3.539 -0.294 -0.3669
C -1.889 3.412 -0.140 -0.4725
C -2.431 3.207 1.118 -0.4799
C -1.597 3.122 2.220 -0.3943
C -0.226 3.244 2.064 -0.6659
H 2.225 1.376 -3.030 0.2359
H 3.902 1.994 -3.037 0.3597
H 4.755 -1.982 -2.041 0.5068
H 5.657 -3.888 -0.748 0.4209
H 4.680 -4.467 1.438 0.4207
H 2.812 -3.139 2.354 0.4943
H -0.638 -3.111 1.721 0.3069
H 0.740 -3.249 0.596 0.5158
H -0.394 -1.757 -1.012 -0.0207
H -1.419 -3.168 -0.656 0.5782
H -3.492 -3.507 -0.352 0.4176
H -5.673 -3.546 -1.444 0.3661
H -6.761 -1.440 -2.146 0.3815
H -5.604 0.708 -1.755 0.3920
H -3.405 0.761 -0.712 0.4089
H -0.935 0.406 -0.026 0.2836
H -2.313 0.492 1.105 0.7579
H -1.143 -0.944 2.714 0.2892
H -0.106 0.448 2.278 0.4656
H 2.364 1.656 0.134 0.2820
H 2.325 3.541 1.582 0.4176
H 2.031 4.576 0.153 0.4845
H -0.097 3.713 -1.272 0.4623
H -2.536 3.481 -1.003 0.4576
H -3.501 3.117 1.241 0.3932
H -2.014 2.960 3.203 0.3804
H 0.423 3.179 2.926 0.3007

***

[3]
61
Properties=species:S:1:pos:R:3:mulliken_charge:R:1 method="wB97M-V/def2-TZVPD" orbital_gap_ev="5.9184 / 5.2990" homo_energy_ev="-6.69 / -5.99" lumo_energy_ev="-0.7674 / -0.6947" fmax_ev_per_a=3.6 multiplicity=2 s2=1.0484
Re 0.498 -0.322 0.458 0.6652
N -3.619 1.384 2.341 -0.4387
C -2.682 0.537 1.851 0.5536
S -3.175 -0.300 0.357 -0.4902
N -1.580 0.363 2.474 -1.5076
N -0.711 -0.583 2.093 0.5862
C -0.729 -1.760 2.700 -0.4070
C -0.005 -2.780 2.060 0.8613
C 0.008 -4.126 2.478 -1.0889
C 0.552 -5.084 1.668 -0.3278
C 1.096 -4.685 0.436 -1.2447
C 1.107 -3.354 0.103 -0.4465
N 0.595 -2.386 0.883 0.3183
H -4.309 1.731 1.699 0.2610
H -3.326 2.000 3.079 0.2698
H -1.372 -1.939 3.551 0.3984
H -0.436 -4.369 3.430 0.4495
H 0.555 -6.125 1.954 0.4084
H 1.511 -5.410 -0.244 0.4152
H 1.521 -3.033 -0.843 1.0556
C 4.863 -1.119 -0.084 -0.9796
C 5.348 0.157 -0.332 -0.7118
C 4.473 1.220 -0.333 -0.9586
C 3.102 1.021 -0.138 0.8809
C 2.565 -0.285 0.033 -0.0262
C 3.509 -1.319 0.098 0.0223
C 2.160 2.115 -0.034 1.3113
C 2.595 3.446 0.093 -0.9145
C 1.707 4.471 0.230 -1.0825
C 0.326 4.180 0.169 1.0426
C -0.650 5.189 0.223 -0.7708
C -1.986 4.888 0.151 -0.8903
C -2.377 3.562 -0.021 -0.8481
C -1.438 2.559 -0.086 0.7098
C -0.068 2.820 0.046 -0.7611
N 0.837 1.780 0.021 -0.1357
H 5.543 -1.959 -0.042 0.4149
H 6.404 0.317 -0.495 0.3871
H 4.869 2.211 -0.498 0.3167
H 3.196 -2.332 0.313 0.5399
H 3.654 3.642 0.122 0.2601
H 2.037 5.490 0.367 0.4325
H -0.321 6.215 0.312 0.4172
H -2.730 5.670 0.208 0.3753
H -3.424 3.318 -0.129 0.5615
H -1.742 1.547 -0.270 0.1477
C -0.653 -1.911 -2.462 -1.7760
C -1.845 -1.127 -1.901 1.7511
C -3.135 -1.892 -2.236 -1.9547
C -1.878 0.254 -2.556 -1.7660
C -1.660 -1.043 -0.377 -0.7537
H -0.703 -1.961 -3.547 0.5597
H -0.648 -2.924 -2.068 0.3526
H 0.279 -1.411 -2.174 0.2331
H -3.221 -2.036 -3.310 0.4727
H -4.015 -1.351 -1.895 0.4787
H -3.133 -2.870 -1.755 0.3845
H -1.975 0.161 -3.635 0.5396
H -0.950 0.784 -2.335 0.1992
H -2.724 0.836 -2.199 0.3799
H -1.690 -2.076 -0.002 0.8679

***

[4]
60
Properties=species:S:1:pos:R:3:mulliken_charge:R:1 method="wB97M-V/def2-TZVPD" orbital_gap_ev="5.1502 / 6.4041" homo_energy_ev="-0.44 / -1.69" lumo_energy_ev="4.7129 / 4.7112" total_charge=-2 fmax_ev_per_a=4.4 multiplicity=4 s2=3.7782
V 0.328 -1.593 -0.107 -0.2465
O 4.114 -2.935 3.267 -0.6118
C 2.741 -2.907 3.642 -1.1764
C 2.083 -1.475 3.509 2.4820
C 2.520 -0.729 4.773 -1.3852
O 2.141 0.622 4.844 -0.6110
C 2.537 -0.643 2.287 -0.2978
Se 2.824 -1.620 0.597 -0.4128
C 0.557 -1.674 3.639 -1.5536
Se -0.563 -2.420 2.243 -0.4654
H 4.158 -2.746 2.298 0.2566
H 2.743 -3.353 4.584 0.5518
H 2.180 -3.607 2.904 0.2392
H 3.551 -0.811 4.830 0.4960
H 2.085 -1.313 5.589 0.4207
H 1.888 0.955 4.013 0.3518
H 3.592 -0.299 2.533 0.3631
H 1.879 0.183 2.079 -0.7014
H 0.175 -0.717 4.046 0.3683
H 0.352 -2.515 4.305 0.3843
C -0.215 -3.283 -1.576 -2.0765
C -0.545 -2.699 -2.835 1.2402
C 0.436 -2.133 -3.666 -0.2856
C 0.189 -1.498 -4.844 -0.6734
C -1.163 -1.303 -5.288 0.4170
C -2.232 -1.816 -4.491 -0.8417
C -1.928 -2.386 -3.254 -0.6878
C -1.564 -0.642 -6.556 0.0517
N -1.904 -0.253 -7.585 -0.6665
H 0.813 -3.666 -1.373 0.4767
H -0.996 -3.760 -1.018 0.4507
H 1.433 -2.370 -3.372 0.4199
H 0.974 -1.295 -5.551 0.4439
H -3.229 -1.680 -4.693 0.4768
H -2.616 -2.860 -2.646 0.5177
C -2.902 4.339 -2.814 -0.4218
C -2.297 4.356 -1.579 -1.0257
C -1.506 3.294 -1.203 -0.0292
C -1.345 2.139 -2.033 1.0839
C -1.862 2.208 -3.292 -0.8687
C -2.644 3.273 -3.694 -0.6112
C -0.683 0.921 -1.648 0.8604
C -0.243 0.448 -0.454 -1.6633
C -0.309 1.294 0.777 0.7651
C -1.410 1.201 1.647 0.2911
C -1.339 1.638 2.965 -0.9098
C -0.265 2.374 3.416 0.0197
C 0.760 2.638 2.512 -0.8254
C 0.761 2.024 1.273 0.1022
H -3.470 5.195 -3.168 0.3184
H -2.391 5.200 -0.977 0.4570
H -1.103 3.294 -0.228 0.4962
H -1.712 1.361 -3.866 0.6290
H -3.050 3.236 -4.726 0.3537
H -0.689 0.377 -2.672 -0.6527
H -2.264 0.724 1.289 0.5408
H -2.242 1.461 3.514 0.3641
H -0.296 2.725 4.428 0.3453
H 1.545 3.273 2.761 0.4048
H 1.621 2.244 0.646 0.2611